A molecular structure, C33H70AlBr26O at a distorted geometry, computed with wB97M-V/def2-TZVPD.

As for the orbital gap: 5.777 eV. The electronic energy comes out at -68541.298447 a.u. Its total charge is -1. The multiplicity is 1. The HOMO energy is -4.45 eV.

Cartesian coordinates (Å):
C -5.3702 0.7764 -4.7730
C -5.1690 1.7959 -3.4841
O -5.9293 1.2334 -2.3576
C -5.6045 1.9048 -1.0801
C -5.2234 0.6686 -0.0194
C -4.9826 1.3148 1.5028
C -3.3367 1.5982 1.5765
C -2.8702 2.3672 2.9486
Al -1.7066 1.0595 4.0812
H -4.9253 1.3328 -5.7218
H -6.5217 0.5753 -5.0003
H -4.7778 -0.2113 -4.5475
H -5.6713 2.8309 -3.7816
H -4.0456 2.0271 -3.2507
H -6.4797 2.5343 -0.6246
H -4.6140 2.5295 -1.1993
H -4.1869 0.2405 -0.4256
H -6.0099 -0.1981 -0.0309
H -5.3461 0.5225 2.2848
H -5.5959 2.2998 1.6806
H -3.0963 2.2177 0.5852
H -2.8369 0.5387 1.4166
H -2.1076 3.2196 2.6066
H -3.7604 2.8329 3.5726
H -0.5271 0.5985 3.0819
H -2.5108 -0.1881 4.6279
H -0.9615 1.8643 5.2609
Br 0.3484 3.7074 -1.2835
C -1.5279 3.6165 -1.8101
C -2.1816 4.9767 -1.7424
Br -2.5842 5.4761 0.1002
H -2.0046 2.8730 -1.1650
H -1.5164 3.2445 -2.8383
H -3.1494 4.9654 -2.2513
H -1.5645 5.7761 -2.1619
Br 4.1203 0.9407 -0.5098
C 3.0860 1.7956 0.9063
C 2.4282 0.7695 1.7989
Br 0.8597 -0.0115 0.9408
H 2.3739 2.4682 0.4197
H 3.8118 2.3885 1.4696
H 2.0488 1.2382 2.7111
H 3.0896 -0.0585 2.0688
Br -5.7824 5.4733 1.9229
C -6.1090 6.7991 0.5295
C -6.3350 8.1705 1.1215
Br -8.1269 8.3271 1.8773
H -6.9539 6.4374 -0.0634
H -5.2070 6.7894 -0.0886
H -6.2864 8.9388 0.3448
H -5.6296 8.4206 1.9187
Br 0.0911 -0.2613 -2.9963
C 0.8035 -1.9616 -2.3580
C 1.8562 -2.5009 -3.2978
Br 1.0467 -3.2848 -4.8905
H -0.0481 -2.6353 -2.2273
H 1.2375 -1.7382 -1.3796
H 2.4095 -3.3192 -2.8286
H 2.5627 -1.7399 -3.6407
Br -8.7176 1.7493 -6.2032
C -10.4121 0.9499 -5.6596
C -10.2224 0.0027 -4.4981
Br -9.4577 -1.6929 -5.0868
H -10.8376 0.4705 -6.5458
H -11.0443 1.7938 -5.3701
H -11.1862 -0.2599 -4.0530
H -9.5630 0.3969 -3.7199
Br 0.0934 -5.2361 -7.9854
C 1.8087 -6.0988 -7.6397
C 2.7329 -5.9742 -8.8281
Br 2.2378 -7.2237 -10.2423
H 1.5946 -7.1350 -7.3628
H 2.2209 -5.5740 -6.7734
H 3.7551 -6.2482 -8.5523
H 2.7364 -4.9750 -9.2723
Br -2.3128 -8.3302 -7.5021
C -3.9860 -7.6110 -8.2016
C -4.0721 -6.1183 -7.9864
Br -4.5099 -5.6958 -6.1327
H -4.7971 -8.1664 -7.7221
H -3.9720 -7.8469 -9.2692
H -4.8879 -5.6900 -8.5754
H -3.1435 -5.5914 -8.2228
Br 1.8915 3.7762 6.3497
C 0.8571 4.6311 7.7658
C 0.1994 3.6050 8.6584
Br -1.3691 2.8239 7.8004
H 0.1450 5.3036 7.2792
H 1.5830 5.2240 8.3291
H -0.1800 4.0737 9.5706
H 0.8607 2.7770 8.9283
Br 5.0833 -1.7932 -2.8366
C 5.8201 -2.5502 -4.4768
C 5.4094 -3.9942 -4.6454
Br 6.4477 -5.1647 -3.4800
H 6.9038 -2.4091 -4.4346
H 5.4094 -1.9355 -5.2825
H 5.6245 -4.3405 -5.6601
H 4.3545 -4.1744 -4.4204
Br 1.2008 -0.4677 9.0750
C 2.8857 -0.1260 9.9971
C 2.7175 -0.2174 11.4956
Br 1.8497 1.3783 12.2078
H 3.2421 0.8512 9.6590
H 3.5684 -0.9008 9.6374
H 3.6914 -0.2561 11.9916
H 2.1183 -1.0751 11.8135
Br 5.6368 -4.6767 -11.7409
C 3.9636 -3.9575 -12.4403
C 3.8775 -2.4648 -12.2251
Br 3.4397 -2.0423 -10.3714
H 3.1525 -4.5129 -11.9609
H 3.9776 -4.1934 -13.5080
H 3.0617 -2.0365 -12.8141
H 4.8062 -1.9379 -12.4615
Br 5.2335 0.9628 13.7609
C 6.9488 0.1002 14.1066
C 7.8730 0.2247 12.9181
Br 7.3779 -1.0248 11.5039
H 6.7347 -0.9361 14.3834
H 7.3610 0.6250 14.9728
H 8.8952 -0.0493 13.1939
H 7.8765 1.2240 12.4740
Br 9.1478 1.3431 8.3016
C 9.8602 -0.3573 8.9399
C 10.9129 -0.8966 8.0001
Br 10.1034 -1.6804 6.4074
H 9.0086 -1.0310 9.0706
H 10.2942 -0.1338 9.9183
H 11.4662 -1.7149 8.4693
H 11.6194 -0.1356 7.6572

Cartesian forces (eV/Å) of the 3 atoms listed first:
0.3 0.8 0.3
-1.5 0.3 -1.3
1.7 1.9 -0.1